{
  "formula": "C29H44N5O3P2",
  "method": "the ωB97M-V functional and the def2-TZVPD basis",
  "species": ["C", "C", "C", "C", "C", "C", "N", "C", "C", "P", "N", "C", "P", "O", "C", "C", "C", "C", "C", "C", "O", "O", "C", "C", "H", "H", "H", "H", "H", "H", "H", "H", "H", "H", "H", "H", "H", "H", "H", "H", "H", "H", "H", "H", "H", "H", "H", "C", "C", "C", "C", "N", "H", "H", "H", "H", "H", "H", "H", "C", "C", "C", "C", "N", "H", "H", "H", "H", "H", "H", "H", "C", "C", "C", "C", "N", "H", "H", "H", "H", "H", "H", "H"],
  "coordinates": [[-2.0778, 6.2732, -5.0116], [-1.9291, 5.7191, -3.6145], [-2.6709, 6.1679, -2.5377], [-2.5212, 5.5962, -1.2904], [-1.6147, 4.5784, -1.1182], [-1.4693, 3.9156, 0.2469], [-1.3347, 2.4446, 0.1903], [-0.1623, 1.9037, 0.5885], [0.0751, 0.5722, 0.5870], [1.7303, -0.0772, 1.1050], [1.6666, -1.2863, 2.1040], [-0.9598, -0.2956, 0.1643], [-0.8526, -2.1358, 0.0485], [-2.1929, -2.6709, 0.4162], [-2.1423, 0.2747, -0.2180], [-2.3383, 1.6461, -0.2075], [-3.6883, 2.1295, -0.6731], [-4.7967, 2.0853, 0.4179], [-4.7519, 3.3299, 1.3352], [-4.0793, 3.0151, 2.6625], [-3.7844, 1.9003, 3.0299], [-3.7743, 4.0958, 3.5050], [-0.8426, 4.1117, -2.1723], [-1.0149, 4.6996, -3.4005], [-1.1173, 6.4736, -5.4960], [-2.5592, 5.4889, -5.6170], [-2.7355, 7.1452, -5.0605], [-3.3727, 6.9801, -2.7189], [-3.1386, 5.9579, -0.4688], [-0.5258, 4.2848, 0.6719], [-2.2352, 4.2386, 0.9549], [0.6003, 2.6039, 0.9192], [2.4714, 0.9779, 1.6928], [2.3278, -0.5241, -0.1018], [2.1579, -1.0544, 2.9626], [0.0851, -2.6507, 0.9661], [-0.5705, -2.5609, -1.2703], [-2.9471, -0.3796, -0.5598], [-3.6882, 3.1232, -1.1293], [-3.9967, 1.4337, -1.4650], [-4.8122, 1.1378, 0.9622], [-5.7506, 2.1455, -0.1227], [-5.7578, 3.7013, 1.5806], [-4.2658, 4.1415, 0.7863], [-2.8111, 4.1654, 3.4667], [-0.1513, 3.2945, -1.9793], [-0.4312, 4.3478, -4.2504], [5.2421, -5.4962, 0.6727], [4.7110, -4.3374, 1.5104], [3.1822, -4.2837, 1.5631], [2.5905, -4.0055, 0.2585], [2.1243, -3.7878, -0.7689], [4.9482, -5.4010, -0.3741], [6.3320, -5.5207, 0.7090], [4.8718, -6.4523, 1.0477], [5.1031, -3.3963, 1.1185], [5.0875, -4.4381, 2.5304], [2.8722, -3.4992, 2.2557], [2.7864, -5.2247, 1.9516], [-5.4807, -3.6247, -1.1581], [-5.4825, -3.5494, -2.6816], [-4.1259, -3.1356, -3.2615], [-3.7584, -1.7737, -2.8875], [-3.4621, -0.7062, -2.5838], [-5.2902, -2.6488, -0.7077], [-6.4493, -3.9718, -0.7982], [-4.7194, -4.3192, -0.8003], [-6.2578, -2.8537, -3.0100], [-5.7447, -4.5292, -3.0836], [-4.1628, -3.2001, -4.3510], [-3.3495, -3.8279, -2.9301], [8.3135, -3.6799, 2.3835], [8.8657, -2.2981, 2.7123], [7.9753, -1.5071, 3.6761], [6.6736, -1.1789, 3.0950], [5.6528, -0.9199, 2.6381], [7.3578, -3.6136, 1.8613], [9.0069, -4.2193, 1.7379], [8.1697, -4.2705, 3.2907], [9.0065, -1.7356, 1.7871], [9.8507, -2.4120, 3.1680], [8.4790, -0.5773, 3.9473], [7.8309, -2.0691, 4.6009]],
  "forces_ev_per_angstrom": [[-0.490, -0.534, -0.156], [0.254, 0.311, -0.360], [-0.291, 0.566, -0.553], [-0.447, 0.386, 0.189], [-0.072, -0.988, 0.946], [0.822, 1.053, -0.145], [-0.393, 0.060, 0.281], [0.502, 0.715, 0.275], [0.546, -0.801, -0.229], [0.392, -1.406, 1.113], [-0.091, 0.411, -0.057], [1.445, 0.233, -0.155], [-1.884, -1.838, 0.871], [-0.230, 0.349, -0.224], [-0.429, -0.867, 0.131], [-0.807, 0.174, -0.379], [-0.466, -0.112, 0.048], [-0.434, 0.667, -0.445], [-0.193, -0.646, 0.427], [0.915, -0.778, 1.042], [-0.307, 1.092, -0.807], [-0.316, -0.150, -1.472], [-0.250, 0.108, 0.504], [0.653, -0.524, -0.798], [-0.136, 0.144, 0.250], [0.093, 0.249, 0.029], [0.279, -0.031, 0.095], [0.039, -0.151, 0.268], [0.174, -0.122, -0.046], [-0.192, -0.243, 0.037], [-0.110, -0.373, -0.264], [-0.209, 0.007, -0.109], [-0.278, 0.349, -0.882], [-0.233, 0.740, -0.107], [-0.202, -0.155, 0.068], [0.493, 0.709, -0.619], [0.737, 0.731, 0.100], [0.245, 0.400, 0.285], [0.301, -0.116, 0.168], [0.262, 0.089, 0.157], [0.174, 0.250, 0.079], [0.262, -0.147, -0.010], [0.176, -0.141, -0.062], [-0.032, 0.092, 0.435], [-0.022, 0.018, 0.587], [0.028, 0.133, -0.381], [-0.050, 0.039, 0.160], [0.001, 0.055, 0.011], [0.261, -0.236, -0.221], [0.270, 0.067, 0.400], [-0.101, -0.043, 0.080], [-0.053, 0.154, -0.003], [-0.033, -0.017, 0.016], [-0.019, -0.042, -0.024], [0.009, -0.004, -0.026], [-0.111, 0.056, 0.088], [-0.116, 0.084, 0.035], [-0.149, 0.061, -0.187], [-0.052, -0.034, -0.159], [-0.039, 0.001, -0.055], [-0.196, -0.040, 0.384], [-0.286, -0.263, -0.248], [0.188, -0.096, 0.028], [-0.184, -0.049, -0.326], [0.074, -0.034, 0.013], [0.014, 0.008, 0.005], [0.021, 0.065, 0.038], [0.068, -0.002, -0.106], [0.086, 0.044, -0.114], [0.099, 0.138, 0.003], [0.064, 0.136, 0.098], [0.012, 0.032, -0.028], [0.010, -0.292, -0.154], [0.371, 0.062, -0.054], [-0.016, -0.022, 0.142], [-0.074, 0.010, -0.069], [0.009, 0.023, 0.043], [-0.025, -0.020, 0.015], [-0.016, -0.010, -0.018], [-0.006, 0.081, 0.071], [-0.032, 0.117, 0.055], [-0.144, 0.056, 0.014], [-0.134, 0.000, -0.034]],
  "energy_ev": -62950.09866,
  "e_lumo_ev": -3.93,
  "homo_ha": -0.426,
  "total_charge": 1
}